{
  "formula": "H12O5S",
  "method": "ωB97M-V with the def2-TZVPD basis set",
  "e_homo_ev": -9.70,
  "total_energy_ev": -21266.0459,
  "lumo_ev": 0.08,
  "smiles": "O.O.O.O.O.S",
  "de_lowest_ev": 1.997,
  "orbital_gap_ev": 9.79,
  "elements": ["O", "H", "H", "O", "H", "H", "O", "H", "H", "O", "H", "H", "O", "H", "H", "S", "H", "H"],
  "positions_angstrom": [[2.53861, -1.58332, -1.11115], [1.98306, -1.27282, -0.49187], [3.44776, -1.33468, -1.16823], [-0.86431, -0.85101, -2.53335], [-0.67561, -0.82919, -3.45825], [-1.63401, -1.64015, -2.51042], [-0.35169, 0.44366, 0.18205], [-1.06965, 0.44256, -0.55978], [0.23345, -0.38313, -0.06476], [0.87841, -3.39333, -2.34244], [0.66668, -2.44222, -2.52868], [1.68633, -3.09407, -1.84534], [1.34935, 1.82181, 2.39561], [0.78316, 2.17358, 1.66998], [0.95762, 0.97058, 2.51340], [-3.68657, 3.22474, 4.11779], [-3.50655, 3.74818, 2.89610], [-2.73604, 3.99881, 4.83934]],
  "forces_ev_per_a": [[1.731, -2.841, -4.294], [-1.791, 2.189, 3.629], [0.385, 0.781, 0.809], [-3.467, -3.406, 1.080], [0.295, 0.265, -1.160], [3.152, 3.156, 0.064], [-0.096, -2.345, -2.398], [2.094, -0.155, 1.835], [-2.111, 2.600, 0.559], [0.990, 2.228, 0.487], [-0.662, -1.188, -0.260], [-0.503, -1.230, -0.314], [-0.371, 1.177, -1.026], [0.689, -0.243, 0.672], [-0.338, -0.984, 0.319], [0.852, 0.598, 1.037], [0.288, 0.223, 0.245], [-1.137, -0.826, -1.285]],
  "nbo_charge": [-0.9672, 0.4768, 0.5048, -0.9623, 0.4779, 0.4908, -0.9622, 0.4985, 0.4622, -0.9682, 0.4635, 0.4847, -0.9419, 0.4775, 0.4649, -0.3094, 0.1441, 0.1654]
}